Density functional theory data (ωB97M-V with the def2-TZVPD basis set) for a structure of composition C38H72B2O35P4V at a distorted geometry.

- Highest occupied orbital energy (alpha / beta): -9.15 / -9.15 eV
- Net charge: 0
- Spin multiplicity: 2
- Largest force on an atom: 4.73 eV/Å

```
152
Properties=species:S:1:pos:R:3:forces:R:3
O -0.865 0.331 0.752 -1.15 0.78 0.38
V 0.512 0.015 0.156 1.72 -0.14 0.41
O -9.155 2.024 -1.860 0.81 -0.55 0.40
C -8.060 1.541 -1.948 -0.36 0.44 -0.21
O -7.280 1.673 -3.026 0.50 0.29 -0.72
B -6.064 0.921 -2.896 -0.13 -1.22 0.80
O -6.123 0.373 -1.499 1.71 -0.22 -0.31
C -7.225 0.682 -0.929 -2.57 0.70 0.38
O -7.648 0.382 0.154 0.48 -0.12 0.20
O -4.770 1.576 -3.134 0.05 -0.95 -0.72
C -4.040 0.774 -3.952 -0.27 1.39 -0.02
O -2.935 1.050 -4.338 -0.51 -0.46 0.44
C -4.935 -0.398 -4.427 1.36 -0.36 -1.63
O -6.041 -0.318 -3.773 -0.69 0.16 -0.09
O -4.590 -1.146 -5.335 -0.77 0.84 1.65
O 6.983 -5.192 0.966 0.08 -0.08 -0.08
C 6.477 -4.134 1.147 -0.95 1.51 0.14
O 6.077 -3.232 0.238 0.34 -0.09 -0.49
B 5.418 -2.031 0.821 0.03 -2.50 0.06
O 5.600 -2.254 2.289 -0.63 1.00 -1.33
C 6.075 -3.476 2.502 0.43 -0.34 0.49
O 6.179 -3.950 3.590 0.05 -0.40 0.24
O 3.930 -2.137 0.391 0.47 1.48 -0.02
C 3.643 -1.018 -0.236 -1.26 -1.44 1.06
O 2.531 -0.661 -0.575 0.36 0.19 -0.19
C 4.862 -0.149 -0.393 0.76 -2.48 1.44
O 5.872 -0.797 0.243 -0.26 1.29 -0.32
O 4.843 0.887 -0.928 0.68 2.09 -0.98
C -5.941 1.750 4.627 -0.44 1.68 0.76
C -5.474 1.785 3.211 -0.59 0.44 -1.44
O -4.518 1.172 2.812 0.90 -0.60 0.42
C -6.233 2.620 2.169 -0.40 0.55 1.55
H -6.926 1.304 4.709 -0.03 -0.53 -0.10
H -6.160 2.795 4.979 0.40 -0.68 -0.36
H -5.216 1.319 5.314 -0.06 -0.26 -0.18
H -5.874 2.342 1.174 0.11 0.63 0.28
H -6.212 3.700 2.517 0.41 -0.99 -0.95
H -7.294 2.396 2.202 -0.26 -0.29 0.01
C -0.564 -0.471 -5.736 0.34 -0.98 -0.47
C -1.053 -1.397 -6.892 -0.06 0.24 1.27
O -0.599 -2.508 -7.035 0.42 0.03 -0.13
C -2.261 -0.962 -7.679 0.40 -1.09 -0.80
H -1.423 -0.182 -5.104 0.52 0.07 -0.46
H -0.042 0.405 -6.150 -0.43 0.00 0.14
H 0.190 -1.031 -5.144 -0.48 0.24 -0.30
H -2.045 -1.035 -8.791 -0.48 0.16 1.38
H -2.615 -0.019 -7.341 -0.21 1.05 -0.13
H -3.034 -1.683 -7.360 0.17 0.17 -0.52
C 3.385 4.043 -1.678 -0.06 0.47 -2.23
C 2.621 2.880 -2.351 -0.64 2.97 1.36
O 1.223 3.160 -1.980 0.17 0.12 0.18
P 0.030 2.181 -2.171 -0.44 1.95 -1.13
O 0.376 0.814 -1.734 -0.14 -1.44 0.65
O -1.131 2.923 -1.479 0.32 0.79 0.77
C -2.486 2.503 -1.165 0.98 -1.08 1.29
C -2.713 2.995 0.258 -0.59 0.97 -0.79
O -0.372 2.232 -3.665 0.59 -0.91 -1.21
C -1.061 3.243 -4.433 -1.09 0.41 0.37
C -0.677 4.648 -4.155 1.87 2.40 -0.18
H 4.457 3.993 -1.938 -0.39 -0.11 0.36
H 2.999 4.996 -2.107 0.26 -0.59 0.15
H 3.216 4.105 -0.635 0.04 -0.32 0.97
H 2.702 2.988 -3.408 0.06 -0.39 -0.84
H 2.912 1.968 -1.944 0.41 -1.76 0.37
H -3.160 2.924 -1.861 -0.54 0.34 -0.91
H -2.447 1.405 -1.243 -0.63 0.34 0.13
H -2.607 4.123 0.254 0.04 -1.26 0.18
H -3.708 2.748 0.655 0.34 -0.08 -0.24
H -1.961 2.500 0.839 0.21 0.08 0.70
H -0.850 3.087 -5.497 -0.17 -0.68 0.41
H -2.139 3.155 -4.207 0.61 -0.36 -0.45
H -0.921 5.107 -3.208 -0.27 -0.60 0.74
H 0.430 4.861 -4.258 -1.02 -0.44 -0.13
H -1.179 5.361 -4.841 0.20 -0.77 -0.14
C 3.736 -2.536 -3.137 0.13 -1.01 -0.09
C 2.282 -2.815 -2.929 -0.71 0.08 -1.61
O 1.891 -3.169 -1.604 -0.92 -0.27 0.94
P 0.416 -3.049 -1.048 0.18 -0.40 -0.99
O 0.072 -1.787 -0.378 -0.48 0.46 -0.59
O -0.596 -3.379 -2.205 0.61 0.34 -0.03
C -1.843 -2.614 -2.366 -0.46 -0.05 -0.16
C -2.414 -3.075 -3.698 0.66 0.35 0.96
O 0.232 -4.158 0.016 0.15 -0.97 0.31
C 0.605 -5.534 -0.352 -0.14 0.48 0.12
C -0.473 -6.536 -0.064 -0.72 -0.48 0.00
H 3.820 -2.298 -4.202 0.18 -0.09 0.12
H 4.111 -1.704 -2.584 0.21 0.56 0.38
H 4.321 -3.433 -2.915 0.16 0.25 -0.04
H 1.737 -1.943 -3.302 -0.33 -0.05 0.39
H 2.007 -3.664 -3.568 -0.05 0.21 0.05
H -2.475 -2.818 -1.509 -0.13 -0.19 0.16
H -1.611 -1.553 -2.352 0.17 0.11 -0.10
H -2.632 -4.131 -3.603 0.38 -0.37 -0.42
H -3.350 -2.617 -3.986 0.03 0.49 0.04
H -1.598 -2.802 -4.372 -0.50 -0.61 -0.63
H 0.762 -5.576 -1.416 0.29 0.14 -0.51
H 1.546 -5.659 0.145 0.42 -0.56 0.30
H -0.735 -6.713 0.987 0.12 0.55 -0.12
H -1.391 -6.220 -0.631 0.77 -0.61 0.51
H -0.104 -7.533 -0.394 -0.38 0.69 -0.20
C -1.293 0.999 5.203 0.76 0.92 0.91
C -0.164 -0.008 5.268 0.65 1.31 -0.05
O 0.257 -0.098 3.880 -0.30 -0.49 -0.08
P 0.546 -1.423 3.139 1.57 -0.83 0.10
O 1.160 -1.065 1.815 -0.67 -0.02 0.14
O 1.588 -2.187 4.040 0.76 0.26 0.14
C 2.001 -3.563 3.774 0.34 0.11 1.32
C 2.432 -4.177 5.122 0.24 0.57 -1.18
O -0.602 -2.469 3.271 -1.21 0.06 -1.05
C -1.753 -2.690 2.325 1.96 -0.87 0.10
C -2.890 -1.841 2.695 -1.36 0.07 0.86
H -0.858 1.894 4.683 -0.72 -0.69 0.43
H -2.119 0.591 4.661 -0.56 -0.09 -0.51
H -1.653 1.298 6.210 0.31 -0.16 -0.52
H 0.739 0.446 5.730 -0.71 -0.56 0.25
H -0.423 -0.970 5.714 0.10 0.02 -0.25
H 1.151 -4.058 3.361 -0.41 -0.54 -0.51
H 2.868 -3.569 3.120 -0.13 0.20 -0.40
H 1.626 -4.060 5.842 0.04 -0.38 0.11
H 2.785 -5.218 4.966 -0.41 0.61 0.28
H 3.283 -3.562 5.419 0.06 -0.25 0.39
H -1.360 -2.449 1.346 -0.05 0.14 -0.26
H -1.891 -3.808 2.323 -0.16 1.22 0.38
H -2.724 -0.756 2.578 0.08 -0.53 0.03
H -3.680 -2.137 2.008 -0.36 0.27 -0.06
H -3.273 -2.064 3.723 0.39 0.25 -0.75
C 4.816 0.152 4.237 0.23 -0.01 1.28
C 4.002 0.179 2.991 -1.68 -0.12 -0.42
O 2.925 1.258 3.032 0.77 -1.01 0.59
P 2.458 2.181 1.877 2.62 1.73 3.10
O 1.700 1.635 0.800 -2.19 -2.29 -3.51
O 1.601 3.214 2.682 0.68 -0.01 1.13
C 0.511 3.828 2.039 -0.83 0.98 -0.97
C -0.406 4.604 2.933 -0.08 0.98 -0.51
O 3.733 2.931 1.300 -0.91 -0.85 0.05
C 4.713 3.545 2.150 0.95 -0.37 -0.29
C 6.123 3.115 1.679 -1.22 -2.24 1.47
H 5.788 -0.262 4.038 0.29 -0.69 -0.45
H 5.109 1.123 4.611 -0.47 0.59 0.05
H 4.402 -0.438 5.078 -0.10 0.39 -0.60
H 4.610 0.458 2.145 0.24 -0.22 -0.30
H 3.457 -0.799 2.843 0.64 1.26 -0.09
H 0.877 4.593 1.338 0.15 -0.61 -0.33
H -0.047 3.043 1.535 -0.05 0.22 -0.31
H -1.126 5.117 2.237 0.36 -0.64 0.87
H -0.882 4.019 3.681 -0.79 -0.67 0.40
H 0.104 5.390 3.478 0.35 0.24 -0.05
H 4.610 4.588 1.968 -0.17 1.02 0.16
H 4.499 3.344 3.218 0.27 -0.11 -0.59
H 6.114 2.004 1.467 0.04 1.21 -0.01
H 6.534 3.637 0.857 0.01 0.61 -1.02
H 6.793 3.222 2.513 0.45 0.22 0.42
```
Positions in Å, forces in eV/Å.